# 1
Molecular formula: C8H14N2O3
Method: DFT, ωB97M-V/def2-TZVPD

Each line ends with the Mulliken charge.
Cartesian coordinates (Å):
C (-2.332, -0.676, -0.375)  -0.991
C (-1.875, 0.879, -0.439)  0.212
N (-0.683, 1.144, -1.254)  -0.429
C (0.385, 0.160, -0.985)  -0.407
O (0.829, -0.427, -1.972)  -0.625
C (0.838, -0.363, 0.348)  0.711
C (2.266, -0.031, 0.664)  -0.983
C (3.004, -1.127, -0.104)  -0.556
C (2.085, -2.419, -0.062)  -0.660
N (0.734, -1.867, 0.263)  -0.619
C (-1.807, 1.505, 0.958)  0.241
O (-2.407, 0.937, 1.880)  -0.565
O (-1.119, 2.673, 1.067)  -0.498
H (-1.477, -1.285, -0.265)  0.279
H (-2.979, -0.946, 0.422)  0.394
H (-2.952, -0.970, -1.313)  0.275
H (-2.610, 1.462, -1.001)  0.559
H (-0.837, 0.966, -2.297)  0.379
H (0.126, -0.044, 1.158)  0.540
H (2.448, -0.158, 1.735)  0.365
H (2.518, 0.978, 0.305)  0.341
H (3.902, -1.425, 0.380)  0.453
H (3.261, -0.910, -1.195)  0.232
H (2.099, -2.963, -0.967)  0.288
H (2.314, -3.197, 0.702)  0.331
H (0.625, -2.109, 1.242)  0.276
H (-0.609, 2.627, 0.208)  0.458

The total charge is 0. Its LUMO energy is 0.66 eV. For the strongest force on any atom, the calculation gives 0.0662 Eh/bohr. The value obtained for the energy relative to the best compared isomer or geometry (same formula, charge and spin) is 42.1 kcal per mole. As for the total energy: -648.44164 Ha. As for the SMILES: C[C@H](NC(=O)[C@@H]1CCCN1)C(=O)O. For the highest occupied orbital energy, the calculation gives -0.3531 Ha.

***

# 2
Molecular formula: C5H7F4NO2S
Method: DFT, ωB97M-V/def2-TZVPD

Each line ends with the Mulliken charge.
Cartesian coordinates (Å):
O (3.160, -1.376, 0.199)  -0.502
C (2.044, -1.335, -0.173)  0.224
O (1.436, -2.208, -0.987)  -0.542
C (1.088, -0.200, 0.366)  0.418
C (1.691, 1.177, 0.086)  -0.702
S (0.528, 2.447, -0.489)  -0.206
N (-0.284, -0.366, -0.189)  -0.494
C (-1.355, -0.544, 0.594)  0.536
F (-1.641, -1.847, 0.856)  -0.336
F (-1.352, 0.127, 1.747)  -0.321
C (-2.944, -0.015, -0.209)  0.006
F (-3.046, -0.971, -1.113)  -0.245
F (-2.801, 1.183, -0.747)  -0.233
H (0.460, -2.047, -0.961)  0.427
H (0.992, -0.190, 1.507)  0.345
H (2.035, 1.684, 1.043)  0.308
H (2.572, 1.026, -0.549)  0.412
H (1.409, 3.375, -0.493)  0.127
H (-0.409, 0.117, -1.043)  0.309
H (-3.582, -0.038, 0.555)  0.467

The total charge is 0. Its LUMO energy is 0.48 eV. For the strongest force on any atom, the calculation gives 0.1498 Eh/bohr. The value obtained for the energy relative to the best compared isomer or geometry (same formula, charge and spin) is 8.3 kcal per mole. As for the total energy: -1197.57266 Ha. As for the SMILES: O=C(O)[C@@H](CS)NC(F)(F)C(F)F. For the highest occupied orbital energy, the calculation gives -0.3523 Ha.

***

# 3
Molecular formula: C5H12SSi
Method: DFT, ωB97M-V/def2-TZVPD

Each line ends with the Mulliken charge.
Cartesian coordinates (Å):
C (-0.222, 1.447, -1.070)  -1.045
C (2.423, 1.289, -0.342)  -0.690
C (0.969, -0.594, 0.750)  -0.829
C (-0.986, -1.560, -1.323)  -1.056
C (-1.756, -0.027, 1.567)  -1.059
Si (-0.737, -0.052, -0.116)  0.526
S (2.655, -0.342, 0.018)  -0.032
H (-0.406, 2.306, -0.453)  0.422
H (0.001, 1.531, -2.091)  0.408
H (3.157, 1.808, -1.069)  0.267
H (1.971, 1.878, 0.333)  0.423
H (0.912, -0.020, 1.690)  0.322
H (0.704, -1.657, 0.993)  0.385
H (-2.014, -1.764, -1.557)  0.348
H (-0.367, -1.327, -2.188)  0.285
H (-0.535, -2.465, -0.949)  0.336
H (-1.560, -1.062, 1.904)  0.289
H (-1.368, 0.585, 2.385)  0.344
H (-2.842, 0.026, 1.518)  0.356

The total charge is 0. Its LUMO energy (spin up / spin down) is -0.19 / 0.33 eV. For the strongest force on any atom, the calculation gives 0.0847 Eh/bohr. The value obtained for the energy relative to the best compared isomer or geometry (same formula, charge and spin) is 84.8 kcal per mole. As for the total energy: -885.25719 Ha. For the highest occupied orbital energy (spin up / spin down), the calculation gives -0.2654 / -0.3007 Ha.

***

# 4
Molecular formula: C4H6O2
Method: DFT, ωB97M-V/def2-TZVPD

Each line ends with the Mulliken charge.
Cartesian coordinates (Å):
C (-1.035, -0.364, 1.110)  -0.845
C (-0.094, -0.383, 0.181)  0.732
C (-0.175, -0.923, -1.208)  -0.998
O (1.144, 0.194, 0.530)  -0.321
C (1.198, 1.494, 0.183)  0.128
O (0.435, 2.043, -0.564)  -0.462
H (-2.033, -0.717, 0.890)  0.250
H (-0.823, 0.041, 2.096)  0.271
H (-1.215, -1.146, -1.456)  0.319
H (0.415, -1.841, -1.292)  0.266
H (0.207, -0.200, -1.934)  0.297
H (2.027, 1.981, 0.710)  0.362

The total charge is 0. Its LUMO energy is 0.98 eV. For the strongest force on any atom, the calculation gives 0.0110 Eh/bohr. The value obtained for the energy relative to the best compared isomer or geometry (same formula, charge and spin) is 22.9 kcal per mole. As for the total energy: -306.46976 Ha. As for the SMILES: C=C(C)OC=O. For the highest occupied orbital energy, the calculation gives -0.3632 Ha.